Entry 1:
10 unconnected molecules or ions with the total composition C13H47N19O10 in a non-equilibrium geometry, computed with wB97M-V/def2-TZVPD.

CARTESIAN COORDINATES (ANGSTROEM)
C (0.1482, -2.4001, 8.1056)
O (1.3074, -2.9319, 7.4880)
C (1.1757, -3.1700, 6.1233)
C (2.4970, -3.7119, 5.5289)
C (3.5926, -2.7378, 5.3712)
N (2.2770, -4.2385, 4.2267)
H (-0.6077, -3.1834, 8.0502)
H (-0.2088, -1.4891, 7.6252)
H (0.3372, -2.0742, 9.1284)
H (0.3148, -3.8250, 5.9897)
H (0.8368, -2.2846, 5.5855)
H (2.8242, -4.5016, 6.2052)
H (3.6192, -2.0472, 4.5284)
H (4.5401, -3.2313, 5.1549)
H (3.9247, -2.1497, 6.2268)
H (3.0853, -4.7639, 3.9257)
H (1.4201, -4.7725, 4.2538)
N (0.9723, 6.0500, -8.1940)
C (0.0464, 5.1971, -8.5342)
N (0.3722, 4.0542, -7.9597)
O (-0.8652, 5.3747, -9.2704)
H (1.7118, 5.7968, -7.5543)
H (0.8848, 7.0117, -8.4901)
H (-0.2270, 3.3210, -8.3110)
H (1.2435, 3.8987, -7.4730)
N (0.5614, -0.2832, -0.0587)
C (1.3020, 0.1862, -1.0093)
N (0.8823, 1.2533, -1.5368)
O (2.3924, -0.2829, -1.2832)
H (0.9679, -1.0360, 0.4781)
H (-0.3398, 0.0970, 0.1931)
H (1.6013, 1.7543, -2.0390)
H (0.0026, 1.5895, -1.1717)
N (-3.5562, -1.1269, -3.5657)
C (-3.3855, -2.3362, -4.1302)
N (-4.0566, -2.3723, -5.2670)
O (-2.6388, -3.1691, -3.7174)
H (-2.7977, -0.9047, -2.9368)
H (-4.2317, -0.4292, -3.8432)
H (-4.1848, -3.2182, -5.8038)
H (-4.7256, -1.6249, -5.3859)
N (-2.9893, 6.3611, 0.2390)
C (-3.5797, 5.3868, -0.3408)
N (-4.4995, 5.7784, -1.1344)
O (-3.1799, 4.2679, -0.1951)
H (-3.4392, 7.2464, 0.0546)
H (-2.2088, 6.2173, 0.8637)
H (-4.5623, 6.7780, -1.2648)
H (-4.7078, 5.0986, -1.8517)
N (0.5307, 2.8688, 4.7652)
C (0.7100, 4.0945, 5.1640)
N (1.4659, 4.1677, 6.2737)
O (0.3929, 5.0732, 4.5958)
H (0.9032, 2.0815, 5.2767)
H (-0.0558, 2.6664, 3.9682)
H (1.3160, 3.4372, 6.9549)
H (1.5836, 5.1044, 6.6327)
N (-6.1658, 0.1784, 3.5393)
C (-5.5120, -0.4239, 2.5787)
N (-6.2261, -0.7287, 1.5336)
O (-4.3198, -0.8089, 2.7257)
H (-5.5950, 0.5030, 4.3067)
H (-7.0474, 0.5668, 3.2357)
H (-7.1368, -0.3064, 1.4213)
H (-5.9111, -1.2341, 0.7178)
N (3.6225, -2.4227, -5.7253)
C (4.3841, -3.5185, -5.7807)
N (4.9299, -3.7124, -4.5834)
O (4.4336, -4.1945, -6.8016)
H (3.5389, -1.8859, -6.5768)
H (3.5313, -2.0437, -4.7936)
H (5.6818, -4.3388, -4.3338)
H (4.9687, -2.8450, -4.0675)
N (-3.7427, -5.9112, 3.0876)
C (-3.0559, -6.2815, 2.0380)
N (-2.7673, -5.2949, 1.2723)
O (-2.8264, -7.4143, 1.6423)
H (-4.0615, -6.7299, 3.5858)
H (-3.8153, -4.9279, 3.3066)
H (-2.8634, -4.3707, 1.6684)
H (-2.5501, -5.5067, 0.3090)
N (6.3589, 3.1851, -2.9548)
C (5.6048, 3.0825, -3.9408)
N (5.9286, 2.1346, -4.7256)
O (4.6428, 3.7692, -4.2080)
H (7.0334, 2.4420, -3.0683)
H (6.0776, 3.5630, -2.0613)
H (5.3100, 1.7917, -5.4467)
H (6.8541, 1.7676, -4.5554)

Forces on the atoms, in the same order (eV/Å):
0.15 -0.20 -0.49
0.78 0.76 1.01
-0.19 0.22 -0.57
-0.79 0.10 0.99
2.76 1.56 0.38
-1.10 -0.11 -0.88
-0.46 0.19 0.30
-0.10 0.01 -0.52
0.35 -0.60 0.04
0.07 -0.88 -0.28
0.33 0.59 -0.13
0.08 -0.01 0.48
-1.19 0.07 -0.13
0.05 -0.81 0.00
-0.70 0.00 0.47
-0.31 -0.28 -0.17
0.25 -0.60 -0.52
2.39 4.42 0.43
1.41 -0.50 0.51
-1.21 -3.81 0.59
-2.51 0.53 -1.64
-0.29 0.42 -0.25
0.17 -0.22 0.15
0.58 -0.55 0.55
-0.51 -0.30 -0.30
-2.35 -2.47 3.33
3.57 -2.31 0.59
-2.14 4.54 -2.69
1.38 -0.96 -0.45
-0.44 0.06 -0.11
0.33 -0.25 0.09
-0.77 0.45 -0.13
0.46 0.98 -0.67
0.60 1.48 2.17
0.13 0.81 -0.33
-2.02 -0.61 -2.66
1.14 -1.49 0.83
-0.51 0.39 0.13
0.50 -0.23 0.05
0.07 0.13 0.34
0.07 -0.49 -0.51
1.85 4.58 2.55
2.53 -2.50 1.01
-4.29 0.71 -3.46
0.23 -3.45 -0.01
1.08 0.34 0.93
-0.41 0.23 -0.09
-0.50 -0.56 -0.80
-0.45 0.59 -0.12
-1.17 -3.92 -1.43
1.54 0.16 1.36
1.10 -0.04 2.35
-1.72 3.30 -2.48
-0.10 0.26 -0.24
0.17 0.19 0.21
0.28 0.29 0.16
-0.12 -0.24 0.05
-1.30 1.39 1.43
5.27 -2.41 0.82
-2.57 -0.40 -3.36
-1.60 0.69 -0.34
-0.54 0.26 -0.13
0.16 0.44 1.06
0.14 -0.22 -0.05
0.50 0.18 0.55
-1.13 1.83 0.02
-0.47 -1.34 -2.66
1.68 -0.31 2.61
0.82 -0.14 0.68
-0.37 -0.05 0.45
-0.47 0.78 -0.69
-0.38 -0.25 -0.68
0.28 -0.50 0.33
-1.02 -0.79 2.76
-0.05 -2.81 -1.73
1.59 4.17 -2.63
-0.21 -1.31 0.94
-0.24 0.85 0.83
-0.49 -0.66 0.55
0.14 0.13 -1.05
0.28 0.50 0.33
5.00 0.37 5.69
-5.99 2.89 -2.92
2.24 -4.78 -3.82
-2.02 1.49 0.30
0.44 0.53 2.04
0.25 -0.01 -0.39
0.50 0.35 0.11
-0.48 -0.85 -1.03

Its HOMO energy is -9.24 eV. Its multiplicity is 1. For the gap between HOMO and LUMO, the calculation gives 0.338 Ha. The SMILES is COC[C@H](C)N.NC(N)=O.NC(N)=O.NC(N)=O.NC(N)=O.NC(N)=O.NC(N)=O.NC(N)=O.NC(N)=O.NC(N)=O.

=====

Entry 2:
2 unconnected molecules or ions with the total composition C13H4Br2Cl2N4O2 in a non-equilibrium geometry, computed with wB97M-V/def2-TZVPD.

CARTESIAN COORDINATES (ANGSTROEM)
N (-1.8411, -2.6868, 2.1460)
C (-0.8371, -2.0854, 2.0948)
C (0.3929, -1.3589, 2.0573)
C (0.4057, 0.0078, 1.9841)
C (-0.7602, 0.7716, 2.2480)
N (-1.6835, 1.4246, 2.5557)
C (1.6414, 0.8103, 1.9488)
O (1.5944, 2.0332, 1.8197)
C (2.8964, 0.0356, 2.1303)
Cl (4.3132, 0.9714, 2.2993)
C (2.8852, -1.3246, 2.2986)
Cl (4.3133, -2.2211, 2.5367)
C (1.6270, -2.1350, 2.2760)
O (1.5866, -3.3434, 2.4791)
N (-1.9656, 1.0500, -4.2079)
C (-1.4983, 0.8492, -2.9677)
C (-0.1005, 0.7718, -2.7120)
Br (1.1644, 0.9648, -4.1747)
C (0.3291, 0.5062, -1.4116)
N (-0.5296, 0.2931, -0.4094)
C (-1.8482, 0.3717, -0.6237)
C (-2.3888, 0.6610, -1.8739)
Br (-4.2813, 0.7615, -2.1734)
H (-2.9591, 1.0774, -4.3693)
H (-1.3413, 1.1376, -4.9937)
H (1.3884, 0.4584, -1.1791)
H (-2.5032, 0.1981, 0.2220)

Forces on the atoms, in the same order (eV/Å):
2.30 1.43 -0.21
-2.31 -1.37 0.23
-0.25 1.23 0.27
-0.51 -1.57 0.64
-2.78 1.86 0.62
2.16 -1.64 -0.74
0.41 1.79 -0.20
0.27 -2.31 0.21
0.21 -1.08 0.51
-0.04 -0.14 -0.21
0.36 1.02 -0.30
-0.05 0.10 0.04
-0.04 -1.39 -0.03
0.33 1.95 -0.33
-0.23 0.18 -0.53
0.21 -0.22 0.08
-0.14 -0.14 0.42
-0.71 -0.07 0.90
-0.70 0.08 -0.69
-0.04 0.27 -0.37
-0.05 0.18 -0.86
0.78 -0.09 0.15
0.75 -0.07 0.23
0.13 0.00 0.01
-0.04 0.00 0.19
-0.04 -0.02 -0.06
0.03 0.03 0.03

Its HOMO energy is -9.30 eV. Its multiplicity is 1. For the gap between HOMO and LUMO, the calculation gives 0.232 Ha. The SMILES is N#CC1=C(C#N)C(=O)C(Cl)=C(Cl)C1=O.Nc1c(Br)cncc1Br.

=====

Entry 3:
A molecular structure, C13H4Cl5NO4Pd in a non-equilibrium geometry, computed with wB97M-V/def2-TZVPD.

CARTESIAN COORDINATES (ANGSTROEM)
Pd (-0.1452, -0.4940, -2.1487)
O (1.9195, -0.7495, -2.0083)
C (2.6358, -0.6323, -1.0035)
C (2.2373, -0.5847, 0.3585)
C (3.2656, -0.5089, 1.3143)
C (2.9689, -0.4800, 2.6385)
C (1.6277, -0.4972, 3.0816)
C (0.6113, -0.5520, 2.1802)
C (0.8618, -0.6144, 0.7690)
O (-0.1252, -0.6942, -0.0248)
N (4.0538, -0.4383, 3.6153)
O (3.7525, -0.4500, 4.7920)
O (5.1961, -0.4067, 3.1995)
H (3.7176, -0.5682, -1.1778)
H (4.3015, -0.4816, 1.0004)
H (1.4354, -0.4600, 4.1452)
H (-0.4243, -0.5663, 2.4931)
Cl (-3.1452, -2.4048, -1.9725)
C (-3.2036, -0.6824, -2.0987)
C (-2.0352, -0.0030, -2.3472)
C (-2.0708, 1.3722, -2.3927)
Cl (-0.4849, 2.1003, -2.5573)
C (-3.2244, 2.1134, -2.2252)
Cl (-3.1803, 3.8271, -2.2594)
C (-4.4098, 1.4113, -2.0013)
Cl (-5.8772, 2.2744, -1.7859)
C (-4.4012, 0.0145, -1.9384)
Cl (-5.8574, -0.8448, -1.6458)

Forces on the atoms, in the same order (eV/Å):
0.40 -0.51 0.15
-0.02 0.18 -0.28
0.02 -0.13 0.07
-0.12 0.14 -0.03
0.14 0.00 -0.12
-0.08 0.01 0.16
0.06 0.02 0.04
-0.05 -0.08 -0.07
0.19 -0.05 -0.06
-0.73 0.00 -0.22
-0.03 -0.05 -0.05
-0.07 0.03 0.11
0.05 0.03 -0.06
0.02 -0.09 -0.05
-0.01 -0.02 0.00
-0.02 -0.01 -0.03
0.03 0.00 0.02
0.00 0.06 0.03
-0.09 -0.29 -0.11
0.58 0.27 0.93
0.01 0.08 -0.05
-0.17 0.39 -0.22
0.00 0.04 -0.06
-0.01 -0.01 -0.01
-0.04 -0.04 0.01
-0.01 0.00 -0.02
-0.04 0.00 -0.07
-0.02 0.02 0.00

Its HOMO energy is -8.94 eV. Its multiplicity is 1. For the gap between HOMO and LUMO, the calculation gives 0.255 Ha.

=====

Entry 4:
13 unconnected molecules or ions with the total composition C13H52N20O13 in a non-equilibrium geometry, computed with wB97M-V/def2-TZVPD.

CARTESIAN COORDINATES (ANGSTROEM)
C (0.1304, -0.3161, 0.1348)
O (-0.4274, 0.8003, -0.6123)
H (-0.6857, -0.6315, 0.7884)
H (0.3374, -1.1692, -0.5169)
H (1.0731, -0.0257, 0.5884)
H (-1.2419, 0.4772, -1.0437)
C (-3.2007, -0.7340, 2.7735)
O (-3.5106, -0.7504, 1.3844)
H (-2.1076, -0.7132, 2.8349)
H (-3.4511, 0.2590, 3.1532)
H (-3.6883, -1.4665, 3.4119)
H (-3.5004, -1.6012, 0.9452)
C (-1.0010, 3.9299, -1.6477)
O (-1.5355, 5.2313, -1.8678)
H (0.0757, 4.0032, -1.5739)
H (-1.3629, 3.5590, -0.6852)
H (-1.4189, 3.2216, -2.3667)
H (-2.4279, 5.1502, -2.2126)
C (3.0787, -3.2761, -1.1535)
O (1.9559, -3.8099, -1.1710)
N (3.6895, -2.8177, -2.2904)
N (3.8221, -3.2772, -0.0216)
H (4.5954, -2.3884, -2.2498)
H (3.0461, -2.5258, -3.0268)
H (3.4805, -3.7231, 0.8089)
H (4.6815, -2.7601, 0.0057)
C (2.5660, 2.8193, 1.2073)
O (2.4919, 1.9579, 2.0967)
N (3.5284, 3.7867, 1.1821)
N (1.6366, 2.8512, 0.2291)
H (4.1789, 3.8031, 1.9467)
H (3.1862, 4.6466, 0.7861)
H (1.7466, 3.5361, -0.4936)
H (1.0206, 2.0499, 0.1651)
C (1.7722, -1.0059, -4.9947)
O (1.8170, -2.0229, -4.3059)
N (1.6623, -1.0208, -6.3581)
N (1.6879, 0.2444, -4.4376)
H (1.7688, -1.9051, -6.8230)
H (1.5319, -0.2033, -6.9197)
H (1.4659, 1.0384, -5.0097)
H (1.3329, 0.2398, -3.4907)
C (-3.2400, -0.5490, -2.9022)
O (-2.6199, 0.2183, -2.1568)
N (-3.4042, -0.3052, -4.2224)
N (-3.7656, -1.7247, -2.4771)
H (-2.8589, 0.4035, -4.6781)
H (-3.8477, -0.9653, -4.8357)
H (-4.1195, -2.4226, -3.1079)
H (-3.9456, -1.7759, -1.4908)
C (5.1698, -0.5060, 2.3134)
O (6.0266, -1.3763, 2.3982)
N (5.5197, 0.7909, 2.0647)
N (3.8424, -0.7089, 2.5181)
H (4.8469, 1.5345, 2.0667)
H (6.4912, 0.9457, 1.8727)
H (3.2970, 0.1452, 2.5294)
H (3.4349, -1.4003, 3.1257)
C (0.1982, -3.2827, 2.2633)
O (1.2745, -2.6946, 2.2789)
N (-0.5760, -3.3812, 3.3790)
N (-0.2796, -3.8740, 1.1328)
H (-0.2795, -2.8520, 4.1889)
H (-1.5060, -3.7537, 3.4039)
H (-1.1578, -4.3499, 1.2279)
H (0.1976, -3.8318, 0.2474)
C (-4.2877, 3.0590, -0.3364)
O (-4.7018, 4.1828, -0.0754)
N (-4.1708, 2.6071, -1.6182)
N (-3.9451, 2.1505, 0.6447)
H (-3.6088, 1.7967, -1.8345)
H (-4.3121, 3.3049, -2.3260)
H (-4.1084, 2.5542, 1.5516)
H (-3.7339, 1.1883, 0.4294)
C (-1.2951, -4.2753, -2.7689)
O (-2.3989, -4.6830, -3.1331)
N (-0.1877, -5.0692, -2.6988)
N (-1.1190, -3.0971, -2.0847)
H (-0.1073, -5.8989, -3.2559)
H (0.6394, -4.7979, -2.1862)
H (-0.1677, -2.7553, -2.0865)
H (-1.9494, -2.5450, -1.9826)
C (0.7302, 0.2353, 4.8047)
O (0.5303, -0.7140, 5.5588)
N (0.9165, 0.0725, 3.4479)
N (0.7842, 1.5451, 5.1548)
H (0.7769, -0.8486, 3.0601)
H (1.4742, 0.7264, 2.9121)
H (0.9225, 2.2493, 4.4461)
H (0.5047, 1.8583, 6.0647)
C (-0.9098, 3.5480, 2.7061)
O (-0.2457, 3.8738, 3.6915)
N (-1.3366, 4.4684, 1.7805)
N (-1.2574, 2.2786, 2.3461)
H (-2.0821, 4.2427, 1.1482)
H (-1.0185, 5.3995, 1.9773)
H (-0.8557, 1.4229, 2.7006)
H (-1.9785, 2.1750, 1.6530)

Forces on the atoms, in the same order (eV/Å):
-1.23 0.12 -1.05
0.58 -0.46 0.01
0.63 -0.16 0.72
0.15 0.06 -0.11
-0.22 0.07 0.41
0.39 0.25 0.10
1.12 0.90 -0.25
-0.81 0.54 -0.46
-0.02 -0.72 0.53
-0.46 -0.07 -0.17
0.05 -0.30 -0.29
0.27 -0.36 0.64
-1.46 0.08 0.68
0.41 0.17 -0.22
0.06 -0.11 -0.52
0.27 -0.12 0.09
0.74 -0.08 -0.32
-0.05 -0.01 0.17
0.30 -1.09 0.32
-0.11 0.62 -0.16
-0.77 0.13 0.16
0.20 0.28 -0.62
-0.02 0.10 0.11
0.29 -0.14 0.06
-0.22 0.20 0.08
0.07 -0.02 0.37
-0.92 -0.80 0.82
0.92 0.35 -0.38
-0.40 -0.13 -0.54
0.75 0.20 0.35
-0.22 0.30 0.19
0.61 0.29 0.16
-0.30 -0.29 -0.32
-0.33 0.48 -0.33
-1.13 0.04 0.00
0.26 0.46 -0.62
0.36 -0.58 0.14
0.13 -0.20 0.41
0.01 0.02 0.04
0.09 0.13 0.06
-0.06 0.04 0.04
0.18 0.19 -0.09
0.29 -0.33 -0.44
-0.47 -0.13 -0.11
0.05 0.20 -0.48
-0.14 0.56 0.41
0.11 0.11 0.26
-0.07 -0.10 0.14
-0.03 -0.16 0.15
-0.12 -0.29 -0.03
0.46 -0.64 1.09
-0.10 -0.19 -0.35
0.03 0.09 -0.35
-0.93 1.07 -0.22
0.01 -0.02 -0.02
-0.04 0.15 -0.03
0.09 -0.25 -0.08
0.58 -0.50 -0.19
0.44 -0.04 -0.69
0.10 0.21 0.08
-0.07 0.20 0.53
-0.77 -0.05 0.83
0.12 -0.01 -0.06
0.00 -0.07 -0.22
0.04 -0.17 -0.51
0.32 0.02 0.06
-0.30 0.01 0.00
0.36 -0.30 0.09
-0.01 0.01 -0.07
0.04 1.23 -0.77
0.07 0.02 -0.04
-0.07 -0.04 -0.02
-0.08 -0.72 0.29
-0.14 -0.12 0.53
-0.27 -1.32 1.69
0.24 0.64 -0.63
0.21 -0.16 -0.57
0.39 -0.45 -0.52
-0.39 0.00 -0.06
0.12 0.39 -0.11
-0.27 0.45 0.24
0.38 0.41 -0.15
0.24 -0.18 -0.31
-0.40 0.35 -0.11
-0.55 -0.22 -0.22
0.30 -0.03 0.29
0.53 -0.20 0.19
-0.36 0.08 0.11
-0.34 0.12 0.10
0.08 -0.21 0.10
0.37 0.00 -0.01
-0.06 -0.35 -0.78
0.43 -0.07 0.76
-0.43 -0.38 0.15
-0.03 0.46 -0.16
-0.56 0.22 -0.20
0.25 0.34 0.49
0.27 -0.08 -0.30

Its HOMO energy is -9.05 eV. Its multiplicity is 1. For the gap between HOMO and LUMO, the calculation gives 0.321 Ha.